This record from the OMol25 dataset describes the molecule C21H25N3O2S. The level of theory is the ωB97M-V functional and the def2-TZVPD basis.

Geometry as ORCA input:
```
! wB97M-V def2-TZVPD RIJCOSX def2/J DEFGRID3
* xyz 0 1
C 5.65127 1.03866 0.72104
H 6.69642 0.82682 0.50028
O 4.96056 0.85358 -0.49022
C 3.61100 1.05454 -0.50286
C 2.84303 1.40793 0.59743
C 1.47335 1.56732 0.48116
C 0.83959 1.37054 -0.73706
C 1.61759 1.02745 -1.84575
C 2.97875 0.87395 -1.73390
H 3.57844 0.60671 -2.58921
H 1.14409 0.87571 -2.80636
N -0.53656 1.48999 -0.95806
C -1.59297 1.58655 -0.11265
N -2.81317 1.36147 -0.67503
C -4.01518 1.58797 0.09978
C -4.40745 0.33820 0.90870
H -5.49267 0.28042 0.98671
C -3.86496 -0.91195 0.20879
N -2.48253 -1.11675 0.60854
C -1.61406 -1.95125 -0.00459
O -1.93173 -2.70209 -0.91190
C -0.20791 -1.85666 0.49121
C 0.80563 -2.17856 -0.40613
C 2.13997 -2.12855 -0.03737
C 2.45135 -1.74954 1.26324
C 1.45324 -1.43438 2.16685
C 0.12354 -1.48467 1.78927
H -0.64120 -1.26068 2.51831
H 1.71033 -1.14972 3.17662
H 3.48699 -1.71500 1.57086
C 3.22460 -2.50110 -1.00016
H 4.04315 -1.78601 -0.95397
H 3.62269 -3.48471 -0.74902
H 2.84400 -2.53602 -2.01746
H 0.52505 -2.48190 -1.40470
H -2.11794 -0.46850 1.29253
C -3.98845 -0.70246 -1.30750
C -3.02398 0.40876 -1.75374
H -2.07689 -0.05944 -2.02693
H -3.42433 0.92934 -2.63246
H -5.02334 -0.44452 -1.53311
H -3.73512 -1.62431 -1.82805
H -4.44678 -1.79754 0.49611
H -4.00049 0.40113 1.91842
H -3.84889 2.43720 0.76281
H -4.80395 1.84749 -0.61119
S -1.47076 2.00887 1.48942
H -0.77690 1.37577 -1.93480
H 0.90562 1.84186 1.35241
H 3.29295 1.56653 1.56402
H 5.29789 0.34988 1.49529
H 5.55951 2.06748 1.08327
*
```

E, hartree: -1528.2008
E_HOMO, Ha: -0.289
SMILES: COc1ccc(NC(=S)N2CCC(NC(=O)c3cccc(C)c3)CC2)cc1
Largest force on an atom, eV/Å: 0.952
Frontier orbital gap, eV: 8.52
LUMO, eV: 0.6

---

This record from the OMol25 dataset describes the molecule C21H25N3O2S. The level of theory is the ωB97M-V functional and the def2-TZVPD basis.

Geometry as ORCA input:
```
! wB97M-V def2-TZVPD RIJCOSX def2/J DEFGRID3
* xyz 0 1
C -4.69459 -2.64564 -1.90663
H -5.24826 -2.13108 -2.68471
H -3.71108 -2.92360 -2.27408
H -5.24369 -3.52348 -1.57744
S -4.54075 -1.48024 -0.52363
C -3.62336 -2.52448 0.66654
C -2.15346 -2.71719 0.31978
H -2.02362 -2.85782 -0.75555
H -1.79063 -3.62643 0.80411
C -1.25351 -1.56641 0.76196
N -1.75361 -0.29366 0.28094
C -1.46047 0.86742 0.89775
O -0.65621 0.92201 1.82241
C -2.18269 2.06723 0.40062
C -2.67980 2.17373 -0.89519
C -3.34526 3.32079 -1.28750
C -3.52362 4.36641 -0.39635
C -3.01878 4.27194 0.88999
C -2.34620 3.13110 1.28388
H -1.93774 3.04027 2.27912
H -3.14742 5.08911 1.58412
H -4.04918 5.25697 -0.70805
H -3.72605 3.40030 -2.29507
H -2.52883 1.38072 -1.61274
H -2.47834 -0.32449 -0.42273
C 0.17785 -1.80002 0.21703
O 0.40636 -2.56465 -0.70270
N 1.08516 -1.04125 0.85881
N 2.40788 -0.88926 0.52168
C 3.18221 -1.87975 0.35881
C 4.59786 -1.57206 -0.05111
C 4.81243 -0.11127 -0.32868
C 5.35178 0.72494 0.63796
C 5.53268 2.07270 0.38164
C 5.17318 2.59994 -0.84617
C 4.63061 1.77314 -1.81519
C 4.45238 0.42638 -1.55716
H 4.02543 -0.21595 -2.31388
H 4.34624 2.18005 -2.77496
H 5.31400 3.65195 -1.04739
H 5.95445 2.71339 1.14259
H 5.63142 0.31928 1.59988
H 4.82239 -2.16455 -0.94298
H 5.26442 -1.90921 0.74797
C 2.84884 -3.32526 0.55840
H 3.74956 -3.92887 0.63123
H 2.25258 -3.44503 1.46369
H 2.23920 -3.68032 -0.27377
H 0.72929 -0.25364 1.41066
H -1.19967 -1.51083 1.85812
H -4.14382 -3.48155 0.69918
H -3.73775 -2.02713 1.62928
*
```

E, hartree: -1528.1776
E_HOMO, Ha: -0.312
SMILES: CSCC[C@H](NC(=O)c1ccccc1)C(=O)N/N=C(\C)Cc1ccccc1
Largest force on an atom, eV/Å: 0.820
Frontier orbital gap, eV: 9.15
LUMO, eV: 0.6

---

This record from the OMol25 dataset describes C21H25N3O3PdS2Se4 as an isolated structure in a non-equilibrium geometry. The level of theory is the ωB97M-V functional and the def2-TZVPD basis.

Geometry as ORCA input:
```
! wB97M-V def2-TZVPD RIJCOSX def2/J DEFGRID3
* xyz -2 1
Pd -0.50378 -1.92066 0.93894
O 1.35835 -1.04726 -2.11663
S 0.91746 0.26223 -2.65410
C 0.55728 1.41009 -1.28771
C -0.02865 0.79418 -0.03045
C -0.59406 1.84149 0.93874
C -1.71373 2.74013 0.43031
S -3.39798 2.08294 0.26726
O -3.38874 1.09848 -0.84743
C -3.47255 1.18451 1.80716
C -3.35331 -0.19447 1.80026
C -3.42827 -0.87335 3.01232
C -3.61065 -0.17411 4.19496
C -3.73330 1.21121 4.18519
C -3.67234 1.89708 2.98378
C -0.78020 0.03297 -3.19691
C -1.47492 -1.06941 -2.73502
C -2.79236 -1.24745 -3.13529
C -3.38822 -0.34300 -3.99980
C -2.67367 0.75456 -4.46955
C -1.36078 0.94577 -4.06734
H -0.10876 2.14237 -1.75009
H 1.51431 1.88521 -1.06161
H 0.77811 0.27327 0.49346
H -0.81711 0.05726 -0.24818
H 0.21518 2.50399 1.26384
H -0.92564 1.30539 1.83313
H -1.54061 3.09269 -0.59067
H -1.81908 3.63201 1.05483
H -3.17949 -0.73006 0.87289
H -3.28846 -1.94682 3.01630
H -3.63245 -0.71151 5.13453
H -3.86602 1.75495 5.11290
H -3.77094 2.97760 2.95812
H -1.00419 -1.76446 -2.04607
H -3.34943 -2.08165 -2.72887
H -4.42053 -0.48027 -4.29901
H -3.14038 1.46059 -5.14676
H -0.78852 1.79448 -4.42840
Se 1.89272 -3.26236 3.95065
Se -0.11261 -2.17289 3.40232
Se -1.54092 -3.80289 1.97780
Se -1.88086 -3.59058 -0.44425
C 6.36295 1.08620 -0.56071
N 5.36731 0.08678 -0.24002
C 5.70679 -1.22997 -0.23510
C 4.81279 -2.18373 0.05307
C 3.46574 -1.74981 0.36246
N 3.13990 -0.46345 0.38210
C 4.03468 0.48807 0.06199
O 3.78328 1.69280 0.01215
N 2.57745 -2.67521 0.66430
H 7.17931 1.07138 0.16646
H 5.87094 2.05337 -0.53105
H 6.77397 0.92003 -1.56009
H 6.73833 -1.45215 -0.48201
H 5.08031 -3.22940 0.05073
H 2.84692 -3.64107 0.68953
H 1.57943 -2.49610 0.82065
*
```

E, hartree: -11735.2651
E_HOMO, Ha: -0.006
Largest force on an atom, eV/Å: 1.094
Frontier orbital gap, eV: 4.22
LUMO, eV: 4.1